C46H67KN4O3 as an isolated structure, computed with the ωB97M-V functional and the def2-TZVPD basis.

- Frontier orbital gap: 5.96 eV
- LUMO: 4.07 eV
- Total charge: -2
- HOMO: -1.884 eV

Structure (XYZ):
```
121
Properties=species:S:1:pos:R:3:mulliken_charge:R:1
K -1.12 -0.32 2.34 1.12
O 0.40 -2.20 0.38 0.08
O -1.33 1.96 1.61 -0.98
O 1.21 -3.17 2.81 -0.75
N 2.77 0.93 3.82 0.28
N -1.87 -1.42 4.73 -0.15
N 2.06 1.37 0.54 0.52
N -3.40 -1.63 2.16 0.09
C 2.73 0.07 2.64 -0.14
C 5.24 -0.32 -3.32 -1.72
C -3.12 -4.92 -0.61 -0.33
C -3.80 3.04 1.65 -1.82
C 3.97 -0.96 -3.89 2.21
C 2.83 -5.30 -1.22 -1.80
C 3.29 0.05 -4.83 -1.77
C 0.71 4.07 -0.49 0.12
C 2.64 -2.65 -2.48 -0.38
C -2.00 3.56 -0.05 -0.99
C 1.66 -0.66 -0.88 -0.93
C -3.47 3.21 0.15 2.72
C -4.44 4.27 -0.39 -2.29
C -1.03 2.87 0.75 0.87
C 1.79 -3.02 -1.43 -0.20
C 1.10 0.41 0.01 1.13
C -3.73 1.89 -0.59 -1.31
C -0.56 6.99 -2.31 -1.71
C 1.50 -4.53 -1.32 2.53
C 1.24 -2.00 -0.59 0.27
C -3.10 -3.68 0.01 0.46
C 0.77 -4.99 -2.59 -1.78
C -0.22 4.71 -1.30 0.04
C -3.23 -1.30 4.56 -0.13
C 1.97 0.36 4.89 -0.98
C 4.12 1.14 4.28 -1.11
C -1.67 -1.31 6.05 -0.57
C -1.57 4.42 -1.05 0.46
C -4.32 -5.57 -0.86 -0.65
C 3.02 -1.34 -2.76 -0.34
C -4.31 -1.71 1.04 -0.96
C -4.30 -3.07 0.39 0.32
C -0.27 5.00 -3.79 -1.56
C -5.50 -3.73 0.13 -0.55
C 0.34 3.19 0.51 -1.23
C 0.15 5.63 -2.46 1.92
C -3.87 -1.11 5.80 -0.84
C 4.39 -2.17 -4.73 -2.16
C 1.42 2.47 1.28 -1.07
C -2.86 -1.12 6.76 -0.81
C 2.51 -0.35 -1.92 -0.68
C 3.12 0.75 1.32 -1.41
C 0.66 -4.98 -0.12 -1.53
C -3.92 -1.39 3.31 0.24
C -5.52 -4.98 -0.49 -0.60
C 1.65 5.90 -2.52 -2.21
H 4.60 0.20 4.61 0.37
H 2.22 3.18 1.53 0.70
H 1.77 4.23 -0.64 0.51
H 2.02 6.33 -1.59 0.37
H 4.93 -2.91 -4.13 0.36
H -5.46 3.99 -0.11 0.53
H -0.66 -1.37 6.46 0.44
H -4.93 -0.98 5.95 0.39
H -0.01 5.65 -4.64 0.46
H -2.19 -5.38 -0.90 0.24
H 3.88 1.51 1.51 0.77
H 1.35 -4.79 -3.49 0.28
H -5.01 -1.24 3.39 0.16
H -4.32 -6.54 -1.35 0.37
H -3.26 2.20 2.08 0.18
H 5.01 0.57 -2.73 0.32
H -2.15 -3.19 0.20 0.25
H 1.99 1.00 5.77 0.43
H 3.59 -0.01 0.69 0.11
H 0.58 -0.17 0.77 -1.50
H 0.39 -3.20 3.32 0.28
H 4.74 1.56 3.49 0.31
H -3.52 3.93 2.21 0.35
H 3.03 -3.44 -3.11 0.23
H -4.42 4.34 -1.48 0.32
H 0.33 0.99 -0.51 0.82
H 4.13 1.84 5.12 0.35
H 0.23 4.04 -3.93 0.27
H 3.53 -2.67 -5.18 0.36
H 1.87 6.60 -3.33 0.46
H 0.94 -2.88 1.89 0.15
H -2.97 -1.00 7.83 0.41
H 3.49 -5.12 -2.08 0.29
H 5.05 -1.85 -5.54 0.46
H -3.56 2.02 -1.66 0.26
H -1.65 6.87 -2.32 0.30
H 2.38 -0.38 -5.25 0.36
H -5.34 -1.44 1.32 0.45
H 5.93 -0.02 -4.12 0.44
H -0.29 7.66 -3.13 0.46
H 2.21 4.98 -2.70 0.31
H -4.00 -0.98 0.28 0.00
H 2.64 -6.38 -1.16 0.45
H 3.96 0.33 -5.65 0.45
H 1.15 -4.77 0.83 0.27
H -0.28 7.46 -1.37 0.36
H 1.72 -0.34 2.56 -0.25
H -4.88 2.89 1.77 0.48
H -0.31 -4.50 -0.09 -0.37
H 3.01 0.95 -4.29 0.34
H -4.23 5.26 0.02 0.41
H -6.43 -3.26 0.43 0.29
H -0.19 -4.46 -2.68 0.35
H -1.35 4.81 -3.82 0.30
H 2.77 0.69 -2.06 0.45
H 3.36 -0.82 2.81 0.74
H -3.04 1.13 -0.22 -0.08
H -6.46 -5.47 -0.68 0.34
H 5.76 -1.02 -2.66 0.36
H 2.32 -0.65 5.19 0.35
H 3.37 -5.00 -0.31 0.40
H 0.92 0.26 4.58 0.14
H 0.56 -6.07 -2.55 0.48
H -2.31 4.90 -1.68 0.20
H -4.76 1.53 -0.43 0.50
H 1.00 2.13 2.23 0.09
H 0.52 -6.07 -0.20 0.62
```


C46H68Br9F40O17P3 as an isolated structure at a distorted geometry, computed with the ωB97M-V functional and the def2-TZVPD basis.

- Frontier orbital gap (alpha / beta): 7.40 / 2.12 eV
- Expectation value of S²: 0.755
- LUMO (alpha / beta): -4.29 / -9.57 eV
- 2S+1: 2
- Total charge: +1
- HOMO (alpha / beta): -11.690 / -11.690 eV

Structure (XYZ):
```
183
Properties=species:S:1:pos:R:3:mulliken_charge:R:1
Br 19.83 -17.09 1.74 0.05
Br 19.84 -12.54 6.16 0.15
Br 18.68 -14.24 0.98 0.02
Br 22.10 -12.08 8.41 0.08
Br 28.14 -14.38 5.40 -0.01
Br 21.00 -14.45 3.26 0.14
Br 22.54 -10.80 5.37 0.41
Br 25.49 -13.56 7.17 -0.08
Br 26.55 -11.57 4.85 0.04
P 22.18 -5.98 11.38 1.52
P 31.07 -8.16 -0.39 0.75
P 28.35 -2.69 5.10 1.12
F 24.28 -12.40 2.94 -0.11
F 18.48 -8.70 -2.07 -0.22
F 18.35 -9.01 3.10 -0.30
F 17.70 -8.56 6.92 -0.32
F 18.29 -5.42 -0.61 -0.30
F 17.14 -3.43 8.01 -0.29
F 23.16 -1.61 -4.57 -0.28
F 20.31 -10.99 2.70 0.02
F 21.98 -5.50 -2.13 -0.22
F 20.22 -8.34 5.53 0.13
F 24.77 -4.40 8.11 -0.05
F 22.62 0.68 -2.85 -0.27
F 22.63 -5.52 6.83 0.03
F 20.13 -10.66 0.61 -0.22
F 18.89 -6.72 5.02 -0.30
F 25.52 -5.26 -1.86 -0.30
F 22.53 -6.40 4.10 -0.23
F 24.15 -6.38 -0.68 -0.16
F 19.91 -6.71 -0.42 -0.26
F 23.09 -10.15 0.30 -0.11
F 23.50 -6.40 -3.44 -0.31
F 18.95 -10.69 9.49 -0.31
F 20.00 -8.08 2.13 -0.01
F 25.14 -7.27 2.86 -0.21
F 24.71 -11.60 0.01 -0.36
F 23.35 -7.65 1.75 -0.12
F 18.87 -4.20 6.27 -0.24
F 23.78 -4.11 5.71 -0.29
F 20.34 -9.50 10.74 -0.22
F 24.56 -0.15 -2.69 -0.24
F 22.79 -12.86 1.38 -0.25
F 18.67 -11.15 12.15 -0.25
F 23.67 -7.77 5.26 0.06
F 17.93 -6.51 7.69 -0.22
F 16.87 -7.32 -2.13 -0.30
F 18.50 -2.09 8.97 -0.26
F 19.25 -2.03 6.32 -0.30
F 18.10 -9.06 12.51 -0.24
F 23.75 -2.41 8.18 -0.35
F 21.50 -1.82 -3.32 -0.29
O 28.07 -4.28 5.41 -0.42
O 21.13 -5.31 10.63 -0.69
O 30.67 -7.91 -1.97 -0.36
O 23.56 -5.03 11.53 -0.42
O 28.79 -2.08 6.55 -0.29
O 20.65 -3.39 7.43 -0.31
O 24.28 -9.31 2.88 0.04
O 29.74 -2.74 4.28 -0.29
O 19.32 -8.12 8.36 -0.22
O 32.51 -8.05 -0.03 -0.73
O 30.09 -7.14 0.40 -0.16
O 22.72 -7.46 10.84 -0.45
O 27.25 -1.92 4.46 -0.74
O 30.51 -9.69 -0.10 -0.26
O 23.45 -2.80 -2.69 -0.37
O 18.21 -8.66 0.90 -0.39
O 21.80 -6.36 12.87 -0.46
C 18.21 -10.06 11.58 -0.14
C 23.97 -7.94 2.86 0.56
C 22.84 -1.69 -3.30 0.85
C 22.70 -8.33 8.69 -0.41
C 23.24 -5.33 -2.62 1.04
C 18.59 -6.71 -0.61 1.18
C 23.45 -7.54 9.68 0.25
C 23.32 -4.01 -3.48 -1.04
C 28.72 -7.14 0.21 0.26
C 21.23 -11.25 6.81 0.63
C 28.04 -6.29 1.32 -1.27
C 24.68 -5.46 12.29 -0.27
C 25.97 -5.08 11.55 -1.11
C 19.51 -10.47 1.74 0.10
C 19.07 -9.04 1.99 0.60
C 27.19 -4.62 6.44 0.14
C 23.42 -11.88 2.03 0.95
C 18.20 -7.42 -1.92 0.06
C 18.41 -3.19 8.27 0.58
C 20.51 -6.74 13.21 0.18
C 30.60 -10.23 1.16 -0.23
C 26.53 -5.96 6.07 -0.82
C 24.03 -10.87 0.95 0.83
C 19.30 -3.17 7.03 0.75
C 18.61 -7.62 7.23 0.41
C 19.48 -7.33 6.03 1.36
C 20.34 -15.25 1.53 -0.42
C 31.31 -6.92 -2.70 -0.28
C 22.90 -4.21 6.70 0.89
C 24.27 -5.31 -1.49 0.02
C 30.38 -5.73 -2.92 -1.05
C 20.28 -6.33 14.74 -1.42
C 23.29 -0.43 -2.51 0.22
C 21.62 -3.38 6.34 -1.20
C 23.08 -7.59 4.06 0.61
C 28.14 -1.03 7.22 -0.39
C 30.46 -1.54 4.02 -0.30
C 26.42 -13.43 5.37 -0.32
C 31.25 -1.03 5.20 -0.88
C 23.62 -3.71 8.02 0.26
C 18.59 -8.38 9.58 -0.92
C 29.58 -11.33 1.20 -0.87
C 27.36 -1.60 8.37 -0.69
C 19.04 -9.66 10.32 1.06
C 24.94 -9.91 1.73 -0.72
C 17.97 -7.25 0.64 -1.17
H 25.81 -10.49 2.05 0.22
H 21.75 -7.84 8.45 -0.16
H 20.48 -7.83 13.15 0.10
H 19.74 -6.27 12.60 0.21
H 28.61 -10.84 1.14 0.01
H 25.84 -4.10 11.10 0.23
H 21.20 -3.77 5.41 0.50
H 26.95 -6.26 1.28 0.26
H 18.23 -6.65 1.52 0.42
H 30.63 -5.14 -3.80 0.41
H 28.36 -8.16 0.13 0.26
H 23.74 -6.57 9.27 -0.18
H 29.36 -6.05 -3.13 0.23
H 18.73 -7.51 10.23 0.27
H 26.60 -2.34 8.13 -0.11
H 23.02 -3.91 8.91 -0.09
H 26.00 -5.81 5.13 0.16
H 23.20 -0.69 -1.46 0.21
H 24.66 -4.96 13.26 0.40
H 22.18 -8.18 3.94 -0.58
H 24.72 -6.53 12.50 0.28
H 25.32 -9.16 1.03 0.20
H 28.39 -6.64 -0.70 0.03
H 31.14 -1.72 3.19 0.34
H 26.56 -3.76 6.67 -0.12
H 22.67 -11.35 2.62 -0.61
H 17.21 -10.34 11.26 0.33
H 17.51 -8.44 9.41 0.53
H 28.32 -6.69 2.29 0.35
H 31.94 -1.77 5.61 0.28
H 27.40 -0.65 6.52 0.33
H 21.09 -15.09 0.76 0.48
H 26.89 -0.83 8.97 0.49
H 18.62 -11.09 1.62 0.09
H 29.75 -11.92 2.09 0.37
H 24.39 -8.05 9.89 0.37
H 19.81 -5.36 14.87 0.35
H 18.72 -4.01 8.92 -0.08
H 30.61 -0.57 5.95 0.09
H 22.57 -3.91 -4.26 0.50
H 25.73 -13.93 4.70 0.33
H 16.90 -7.15 0.49 0.44
H 22.04 -2.40 6.09 0.39
H 20.68 -10.38 7.17 -0.67
H 19.57 -7.06 15.14 0.37
H 28.82 -0.24 7.54 0.36
H 31.60 -10.63 1.34 0.35
H 27.24 -6.79 6.00 0.61
H 30.39 -9.48 1.93 0.30
H 25.79 -6.20 6.83 -0.06
H 21.10 -6.29 15.45 0.35
H 32.28 -6.68 -2.28 0.36
H 24.25 -4.02 -4.05 0.33
H 22.37 -9.31 9.01 0.02
H 26.08 -5.91 10.85 0.21
H 32.00 -0.29 4.90 0.42
H 29.82 -0.70 3.74 0.29
H 18.73 -6.87 -2.70 0.28
H 24.22 -4.38 -0.93 0.28
H 27.71 -4.81 7.38 0.17
H 20.23 -6.63 6.43 -0.82
H 30.37 -5.10 -2.03 0.26
H 23.29 -8.52 7.79 0.24
H 28.10 -2.03 9.06 0.28
H 31.56 -7.36 -3.66 0.31
H 28.33 -5.24 1.27 0.40
H 26.83 -5.24 12.20 0.44
H 29.75 -12.01 0.36 0.31
```